DFT (ωB97M-V with the def2-TZVPD basis set) results for 2 unconnected molecules or ions with the total composition C3H12NOS.

Structure (XYZ):
```
18
Properties=species:S:1:pos:R:3:lowdin_charge:R:1
C -0.92474 -0.92686 1.95921 0.00
C -0.11507 -0.85887 0.59485 -0.33
C 0.97369 -1.89059 0.28871 -0.33
S 2.34295 -1.15998 -0.75210 1.20
N 0.45625 0.58710 0.56224 0.18
H -1.40713 -1.95098 1.83692 0.13
H -0.19305 -1.07359 2.82457 0.13
H -1.59969 -0.05696 2.03731 0.11
H -0.82812 -0.76210 -0.26908 0.17
H 0.57326 -2.72401 -0.30284 0.12
H 1.46062 -2.28606 1.14073 0.10
H 2.39576 -2.34610 -1.55143 0.06
H -0.12942 1.29403 0.12363 0.19
H 1.47619 0.65139 0.34840 0.11
H 0.40941 0.96511 1.48489 0.15
H -1.07386 4.50658 -3.19056 -0.03
H -2.16477 4.20896 -3.91867 0.05
O -1.65229 3.82294 -3.21677 -0.02
```

Output
* 2S+1: 2
* Kohn-Sham gap (alpha / beta): 7.0 / 2.5 eV
* maximum force: 4.83 eV/Å
* DFT total energy: -17657.1451 eV
* net charge: +2
* ⟨S²⟩: 0.75
* ΔE to the lowest compared entry with this formula, charge and spin: 49.7 kcal per mole
* E_LUMO (alpha / beta): -9.210 / -13.706 eV